Density functional theory data (ωB97M-V/def2-TZVPD) for C18H33F3N3O10STi as an isolated structure.

Structure (ORCA input):
```
! wB97M-V def2-TZVPD RIJCOSX def2/J DEFGRID3
* xyz 0 4
Ti 0.2486 -0.1302 -0.2982
S -2.2118 0.2048 2.5929
F -3.1737 2.5524 1.7385
F -2.8932 2.3768 3.8886
F -1.1970 2.6921 2.5768
O -1.0417 4.0832 -0.6699
O -0.0730 2.0748 -0.7799
O -1.4734 -0.0219 1.3559
O -1.4103 -0.0921 3.7677
O -3.5786 -0.2648 2.6021
O 0.5218 -2.5402 0.0949
O 2.0010 -0.3547 -2.0197
O -1.3542 -0.5459 -1.9909
O 1.8158 0.2256 1.3463
O 1.8348 -3.9082 1.2875
N 2.7771 1.8170 2.6026
N 3.7076 -0.7113 -3.4657
N -3.0706 -1.4348 -0.8184
C 4.2436 0.6343 -3.4034
C 2.1189 -4.1695 2.6703
C 2.2312 1.3070 3.8423
C -3.1652 3.7043 -1.6532
C 0.8730 -2.9742 1.1578
C 2.2104 -2.5421 -2.8897
C -4.1239 -2.3993 -0.5830
C 2.5129 1.2361 1.4264
C 1.5145 -2.9701 3.4338
C -2.4358 -1.1556 -1.9593
C 2.6499 -1.1140 -2.7291
C 3.0635 1.9569 0.2102
C -2.1946 4.7611 -1.0991
C -2.3450 2.3936 -1.7190
C -1.0328 2.7814 -1.0260
C 0.3719 -2.6065 2.5336
C -3.0938 -1.5573 -3.2584
C -2.3737 2.0801 2.7074
H 1.1738 1.0563 3.7483
H -3.5757 3.9491 -2.6333
H 3.1920 -4.1969 2.8471
H 2.2169 2.1124 4.5796
H -3.8142 -0.7617 -3.4686
H -2.1261 2.1348 -2.7523
H 1.1492 -2.5896 -3.1467
H 3.2242 2.7128 2.5328
H -0.5529 -3.1671 2.7049
H -4.0238 3.5876 -0.9938
H 2.7979 0.4746 4.2501
H -2.6332 -1.0075 -0.0057
H 4.1993 -1.3843 -4.0213
H 2.5886 -2.9714 -3.8296
H 3.2451 1.3086 -0.6383
H 5.2306 0.6657 -2.9385
H 1.6872 -5.1359 2.9282
H -3.9555 -3.2792 -1.2038
H -2.8892 1.6222 -1.1802
H 1.1664 -3.2036 4.4381
H -2.7472 5.2372 -0.2864
H -3.4981 -2.5656 -3.2479
H 4.4310 0.9457 -4.4380
H 2.4365 -3.1457 -2.0179
H 3.9462 2.5279 0.5047
H 2.2556 -2.1739 3.4857
H -2.3785 -1.4885 -4.0766
H -1.9205 5.5325 -1.8203
H 2.3045 2.6828 -0.0976
H 3.5800 1.3828 -2.9897
H 0.0678 -1.5614 2.5746
H -5.1319 -2.0118 -0.7492
H -4.1005 -2.6776 0.4687
*
```

F_max   1.6 eV Å⁻¹
Orbital gap (alpha / beta)   3.408 / 9.771 eV
Energy relative to the best compared isomer or geometry (same formula, charge and spin)   0.00 kJ/mol
<S²>   3.756

Atom charges from the Mulliken analysis, given in e for atoms 1 to 6: 0.991 1.324 -0.246 -0.237 -0.190 -0.419